Entry 1:
{
  "formula": "C32H41Cl3IN8O5PRbS2",
  "method": "wB97M-V/def2-TZVPD",
  "gap_ev": 6.25,
  "e_tot_ev": -133294.4997,
  "relative_energy_kcal_mol": 0.0,
  "total_charge": -1,
  "e_homo_ev": -4.56,
  "spin_multiplicity": 1,
  "e_lumo_ev": 1.69,
  "elements": ["Rb", "C", "C", "N", "N", "C", "N", "S", "C", "C", "C", "C", "C", "N", "H", "H", "H", "H", "H", "H", "H", "H", "H", "H", "C", "C", "C", "C", "C", "C", "C", "S", "O", "O", "N", "C", "C", "O", "O", "H", "H", "H", "H", "H", "H", "H", "H", "H", "I", "C", "C", "C", "C", "N", "C", "H", "H", "H", "H", "Cl", "C", "Cl", "Cl", "C", "N", "C", "C", "C", "C", "C", "N", "H", "H", "H", "H", "H", "H", "H", "H", "H", "C", "P", "C", "C", "O", "H", "H", "H", "H", "H", "H", "H", "H", "H"],
  "positions_angstrom": [[0.05902, -0.15042, -1.17540], [-0.67362, 1.93025, -5.30105], [-0.15253, 2.13089, -3.90903], [-0.82577, 2.52474, -2.89395], [-2.19024, 2.63436, -3.13085], [-2.99029, 3.31631, -2.28501], [-4.31441, 2.95876, -2.41548], [-2.49578, 4.50905, -1.24593], [1.25751, 1.71363, -3.66235], [2.21567, 2.53260, -3.09450], [3.47876, 1.99186, -2.88638], [3.71662, 0.67582, -3.24012], [2.67688, -0.07308, -3.77578], [1.46789, 0.43629, -4.00407], [-1.44895, 2.66161, -5.53493], [-1.07927, 0.92494, -5.40074], [0.14433, 2.02654, -6.01188], [-2.60019, 1.87826, -3.66484], [-4.47878, 1.96191, -2.48168], [-4.90098, 3.41958, -1.73867], [1.97690, 3.54860, -2.80994], [4.25200, 2.58435, -2.41430], [4.66619, 0.20658, -3.03088], [2.79824, -1.12757, -4.00694], [4.06527, -1.34726, 5.94122], [3.87794, -1.14718, 4.46049], [2.60634, -1.11967, 3.89357], [2.43202, -0.97023, 2.52449], [3.53499, -0.83520, 1.69443], [4.81097, -0.86065, 2.24297], [4.97438, -1.01359, 3.61390], [3.29765, -0.64596, -0.07444], [4.65004, -0.67172, -0.62058], [2.62120, 0.65364, -0.16546], [2.32517, -1.73149, -0.51280], [2.63291, -2.86246, -1.36251], [1.44631, -3.19350, -2.30267], [1.70803, -3.81761, -3.34292], [0.30147, -2.82029, -1.90179], [3.13050, -1.19002, 6.48071], [4.80946, -0.65761, 6.34333], [4.40812, -2.36167, 6.16058], [1.73415, -1.21949, 4.53375], [1.43398, -0.97102, 2.09391], [5.66072, -0.76077, 1.58165], [5.97475, -1.03421, 4.03565], [2.81190, -3.77039, -0.75940], [3.53431, -2.71747, -1.96554], [2.86731, 5.48765, -0.46462], [1.98578, 3.91421, 0.59240], [2.59062, 3.42065, 1.73553], [1.96630, 2.37685, 2.39694], [0.77675, 1.88683, 1.88196], [0.19764, 2.36221, 0.78314], [0.79873, 3.35953, 0.13842], [3.52930, 3.82490, 2.08970], [2.41209, 1.92031, 3.27011], [0.28373, 1.04083, 2.34841], [0.30930, 3.71243, -0.76215], [-4.76637, -2.94189, -5.11623], [-3.81363, -2.64761, -3.65457], [-2.74979, -3.98741, -3.30894], [-4.91493, -2.33842, -2.27847], [-2.99416, -1.44262, -3.84202], [-2.28615, -0.56100, -4.02144], [-4.84339, 2.28479, 1.32253], [-3.84800, 1.13554, 1.51551], [-4.52156, -0.09683, 2.13125], [-2.67102, 1.57416, 2.39051], [-3.32398, 0.75400, 0.19274], [-2.92794, 0.46412, -0.84570], [-5.25518, 2.55743, 2.29673], [-5.66940, 1.99273, 0.67139], [-4.34333, 3.15798, 0.89840], [-4.89951, 0.16223, 3.12215], [-3.78827, -0.89581, 2.23341], [-5.35547, -0.44881, 1.52132], [-3.06017, 1.89912, 3.35867], [-2.11798, 2.39076, 1.92813], [-1.99153, 0.73397, 2.53504], [0.40891, -3.58491, 1.42877], [-1.11718, -2.65141, 1.48879], [-2.04104, -3.33373, 2.89865], [-2.04790, -3.13137, 0.02305], [-0.92571, -1.16707, 1.61500], [0.19634, -4.65287, 1.34890], [0.99422, -3.37856, 2.32846], [0.98331, -3.24671, 0.56289], [-2.14774, -4.41637, 2.81685], [-3.03357, -2.88732, 2.95858], [-1.49483, -3.09383, 3.81206], [-2.36818, -4.17278, 0.09115], [-1.40113, -3.00305, -0.85424], [-2.92315, -2.48287, -0.05706]],
  "mulliken_charge": [0.08, -1.75, 0.67, 0.11, -0.13, -0.01, -0.50, -0.34, -0.28, -0.27, -0.38, -0.21, -0.25, -0.33, 0.48, 0.26, 0.48, 0.28, 0.26, 0.29, 0.51, 0.31, 0.34, 0.51, -1.60, 0.93, -0.86, -0.58, -0.81, -0.62, -0.75, 1.46, -0.94, 0.09, 0.50, -1.11, 0.25, -0.86, -0.42, 0.35, 0.38, 0.31, 0.33, 0.75, 0.54, 0.37, 0.41, 0.47, 0.04, -0.43, -0.26, -1.25, 0.14, 0.34, -0.08, 0.37, 0.47, 0.38, 0.31, -0.13, 0.83, -0.02, -0.11, -0.41, -0.22, -1.81, 2.86, -1.48, -1.35, -0.97, 0.01, 0.46, 0.35, 0.24, 0.46, -0.06, 0.40, 0.49, 0.32, 0.04, -0.81, 1.05, -1.50, -0.23, -0.25, 0.51, 0.31, -0.11, 0.40, 0.36, 0.33, 0.48, -0.20, 0.01]
}



Entry 2:
{
  "formula": "C32H41N8P2PtS3",
  "method": "wB97M-V/def2-TZVPD",
  "s2": 2.01,
  "gap_ev": [6.98, 6.57],
  "e_tot_ev": -100099.0248,
  "relative_energy_kcal_mol": 21.3,
  "total_charge": 1,
  "e_homo_ev": [-9.63, -10.02],
  "spin_multiplicity": 3,
  "e_lumo_ev": [-2.66, -3.46],
  "elements": ["Pt", "N", "C", "N", "C", "N", "N", "C", "N", "C", "C", "C", "C", "C", "N", "H", "H", "H", "H", "H", "H", "H", "H", "S", "P", "S", "C", "C", "C", "C", "C", "C", "C", "C", "C", "C", "C", "C", "H", "H", "H", "H", "H", "H", "H", "H", "H", "H", "C", "C", "C", "C", "N", "C", "S", "N", "C", "H", "H", "H", "H", "H", "H", "H", "H", "C", "C", "P", "C", "C", "C", "C", "H", "H", "H", "H", "H", "H", "H", "H", "H", "H", "H", "H", "H", "H", "H"],
  "positions_angstrom": [[-0.41476, -1.35706, 0.67140], [-3.68806, -2.95881, 1.06995], [-3.04320, -2.87548, 2.24703], [-3.80655, -3.16129, 3.34072], [-3.24051, -3.04357, 4.53759], [-3.98766, -3.29007, 5.62954], [-1.86979, -2.80253, 4.72464], [-1.27855, -2.50254, 3.59975], [-1.75393, -2.50550, 2.33433], [0.10927, -1.99123, 3.68895], [0.79294, -2.09054, 4.86212], [2.00068, -1.42990, 4.94923], [2.52763, -0.67236, 3.89341], [1.70118, -0.58830, 2.78041], [0.54579, -1.24385, 2.67379], [-4.64171, -3.19713, 1.14188], [-3.18928, -2.76520, 0.17063], [-4.97933, -3.38762, 5.51247], [-3.63915, -3.17009, 6.58205], [0.40954, -2.68542, 5.68215], [2.55650, -1.45748, 5.88773], [3.46370, -0.21307, 3.91906], [2.08243, -0.12626, 1.89298], [4.19768, -1.09567, 0.77819], [3.32023, 0.06306, -0.57198], [1.28801, -0.27699, -0.84175], [3.30906, 1.78540, -0.03202], [2.49586, 2.75924, -0.65003], [2.33527, 4.04729, -0.12563], [2.98960, 4.34585, 1.10797], [3.78431, 3.41869, 1.72315], [3.96661, 2.13058, 1.14804], [4.05498, -0.14375, -2.16727], [4.51158, 0.97940, -2.95574], [5.02906, 0.77517, -4.22160], [5.20097, -0.52355, -4.68427], [4.90998, -1.64427, -3.88098], [4.32152, -1.42623, -2.65806], [1.90588, 2.43711, -1.51372], [1.75238, 4.82708, -0.62116], [2.82720, 5.26484, 1.58573], [4.43425, 3.66158, 2.58482], [4.68578, 1.41976, 1.50371], [4.37665, 1.94730, -2.51658], [5.21641, 1.64033, -4.84838], [5.50844, -0.68211, -5.71648], [5.03792, -2.63683, -4.23123], [4.04175, -2.29175, -2.06089], [0.82777, 0.11637, -4.95702], [-0.47120, -0.50109, -4.57463], [-1.62713, -0.64315, -5.35471], [-2.76476, -1.17534, -4.71478], [-2.72285, -1.62746, -3.46969], [-1.59720, -1.60335, -2.80508], [-1.44887, -2.50321, -1.35034], [-0.48616, -0.95144, -3.29815], [-4.10303, -1.25621, -5.43885], [0.90727, 0.14814, -6.01579], [1.69182, -0.39220, -4.47079], [0.84878, 1.14287, -4.60879], [-1.59868, -0.42755, -6.42480], [0.36772, -0.91309, -2.68789], [-3.91420, -1.89200, -6.31196], [-4.35088, -0.25218, -5.76310], [-4.86148, -1.71081, -4.86727], [-3.47855, 2.17105, -0.77771], [-2.49584, 1.04651, -0.73633], [-1.74484, 0.60549, 0.84397], [-1.13732, 2.27630, 1.43109], [0.14708, 2.23536, 2.30081], [-3.09343, 0.44317, 2.03264], [-2.64001, 0.62129, 3.48533], [-3.93154, 2.20056, -1.83795], [-3.01776, 3.09513, -0.62987], [-4.32006, 2.16251, -0.05570], [-1.65769, 1.29579, -1.38074], [-2.91669, 0.07168, -1.09672], [-1.95131, 2.72561, 2.02698], [-1.00985, 2.87059, 0.50873], [0.02124, 1.76834, 3.27605], [0.44791, 3.24490, 2.56666], [0.97910, 1.76055, 1.80392], [-3.56415, -0.52890, 1.93340], [-3.81116, 1.24287, 1.84050], [-1.84310, -0.03503, 3.71425], [-3.45304, 0.27150, 4.13216], [-2.38447, 1.63020, 3.80658]],
  "mulliken_charge": [1.80, -0.10, 0.33, -0.71, 0.42, -0.39, -0.64, -0.01, -0.35, 0.55, -0.59, -0.56, -1.25, 0.07, 0.22, 0.24, -0.02, 0.25, 0.25, 0.53, 0.39, 0.69, -0.01, -0.35, 1.04, -0.30, -0.12, 0.22, -0.87, -0.61, -0.85, -0.58, 0.45, -0.39, -0.72, -0.33, -0.79, -0.41, 0.40, 0.42, 0.52, 0.41, 0.57, 0.39, 0.41, 0.37, 0.43, 0.35, -1.13, 1.26, -1.10, 0.87, -0.44, 0.21, -0.50, 0.52, -1.25, 0.45, 0.18, 0.25, 0.41, -0.49, 0.34, 0.34, 0.34, -1.52, -0.34, 0.63, -1.19, -0.80, -0.99, -1.29, 0.37, 0.37, 0.32, 0.31, 0.21, 0.55, 0.62, 0.36, 0.58, -0.24, 0.47, 0.51, 0.25, 0.39, 0.38]
}